--- a ---
Here is one molecule with the formula CH2O2S from OMol25. Energies are from ωB97M-V with the def2-TZVPD basis set.

Last column: Löwdin charge in e.
CARTESIAN COORDINATES (ANGSTROEM)
C 0.40 0.35 0.10  -0.976
H -0.21 1.12 -1.59  0.151
H -0.67 -1.39 1.20  -0.071
O 0.41 1.31 -0.79  0.056
O 1.21 0.24 0.93  0.068
S -0.91 -0.89 -0.08  0.771

LUMO level   0.230 eV
HOMO-LUMO gap   0.38521 Eh
Highest occupied orbital energy   -10.3 eV
SMILES string   O=C(O)S

---

--- b ---
Here is one molecule with the formula CH2O2S from OMol25. Energies are from ωB97M-V with the def2-TZVPD basis set.

Last column: Löwdin charge in e.
CARTESIAN COORDINATES (ANGSTROEM)
C 0.64 -0.15 0.00  -0.514
O -1.41 0.57 -0.68  -0.619
O 0.04 -0.24 1.16  0.009
S -0.15 0.36 -1.35  0.923
H 1.74 -0.56 0.02  0.132
H -0.86 0.03 0.85  0.068

LUMO level   0.301 eV
HOMO-LUMO gap   0.34338 Eh
Highest occupied orbital energy   -9.0 eV

---

--- c ---
Here is one molecule with the formula CH2O2S from OMol25. Energies are from ωB97M-V with the def2-TZVPD basis set.

Last column: Löwdin charge in e.
CARTESIAN COORDINATES (ANGSTROEM)
C -0.88 -0.45 0.13  -0.559
O 1.46 0.26 0.00  -0.063
O 0.24 0.82 -0.02  -0.224
S -2.38 -0.07 -0.13  0.760
H -0.44 -1.43 0.33  0.063
H 2.00 0.88 -0.31  0.022

LUMO level   -0.515 eV
HOMO-LUMO gap   0.32504 Eh
Highest occupied orbital energy   -9.4 eV
SMILES string   OOC=S

---

--- d ---
Here is one molecule with the formula CH2O2S from OMol25. Energies are from ωB97M-V with the def2-TZVPD basis set.

Last column: Löwdin charge in e.
CARTESIAN COORDINATES (ANGSTROEM)
C 0.03 0.02 0.06  -1.085
H -0.79 -0.01 -1.71  0.190
H 0.55 0.03 1.73  0.132
O -0.98 0.20 -0.69  0.027
O -0.16 0.50 1.23  0.107
S 1.36 -0.73 -0.61  0.629

LUMO level   0.410 eV
HOMO-LUMO gap   0.34787 Eh
Highest occupied orbital energy   -9.1 eV
SMILES string   OC(O)=S

---

The winner here is a, beating the second structure by 0.0126 hartree.

---

--- a ---
Here is a 2-piece molecular cluster, C7H8N2O overall from OMol25. Energies are from ωB97M-V with the def2-TZVPD basis set.

Last column: Löwdin charge in e.
CARTESIAN COORDINATES (ANGSTROEM)
C -2.91 1.23 -0.72  0.135
C -1.96 0.88 -0.05  -0.091
C -0.87 0.43 0.78  -0.180
C -0.69 -1.00 1.18  -0.167
N -1.23 -1.90 0.17  0.020
C -0.23 -1.39 -0.82  -0.100
C 0.30 -0.37 0.20  -0.290
C 1.67 0.02 0.37  -0.111
N 2.73 0.20 0.83  0.158
H -3.84 1.48 -1.20  0.035
H -0.55 1.13 1.55  0.155
H -0.54 -1.30 2.22  0.156
H -1.04 -2.87 0.40  0.109
H 0.53 -2.15 -1.07  0.126
H -0.67 -0.98 -1.74  0.116
O 3.24 2.23 -1.08  -0.139
H 2.39 2.60 -0.76  0.027
H 3.68 1.77 -0.27  0.039

LUMO level   0.607 eV
HOMO-LUMO gap   0.37561 Eh
Highest occupied orbital energy   -9.6 eV
SMILES string   C#C[C@H]1[C@H]2NC[C@]21C#N.O

---

--- b ---
Here is a 2-piece molecular cluster, C7H8N2O overall from OMol25. Energies are from ωB97M-V with the def2-TZVPD basis set.

Last column: Löwdin charge in e.
CARTESIAN COORDINATES (ANGSTROEM)
C 3.70 0.88 0.79  -0.091
C 2.34 0.65 1.06  -0.019
C 4.27 0.18 -0.20  -0.153
C 2.46 -1.22 -0.56  -0.086
C 1.63 -0.36 0.32  -0.192
C 0.42 -0.77 0.52  -0.132
C -3.70 -1.09 -0.49  -0.208
N 3.68 -0.91 -0.82  0.063
N -2.49 -0.30 -0.50  0.008
O -0.59 -1.30 0.61  0.182
H 4.25 1.54 1.34  0.078
H 1.91 1.17 1.96  0.121
H 5.30 0.21 -0.34  0.079
H 1.89 -1.98 -1.11  0.124
H -4.03 -1.23 -1.50  0.061
H -4.43 -0.54 0.11  0.069
H -3.55 -2.04 -0.07  0.056
H -2.51 0.24 0.38  0.039

LUMO level (alpha / beta)   -0.181 / 0.177 eV
HOMO-LUMO gap (alpha / beta)   0.34289 / 0.24768 Eh
Highest occupied orbital energy (alpha / beta)   -9.5 / -6.6 eV

---

The winner here is a, beating the second structure by 0.0219 hartree.

---

--- a ---
Here is one molecule with the formula C7H8N2O from OMol25. Energies are from ωB97M-V with the def2-TZVPD basis set.

Last column: Löwdin charge in e.
CARTESIAN COORDINATES (ANGSTROEM)
C -0.05 2.41 -2.36  0.031
C 0.22 1.09 -1.71  -0.482
C -0.29 -0.19 0.36  -0.340
C 0.94 -0.68 0.62  -0.044
C 1.12 -1.67 1.58  -0.080
C -0.01 -2.23 2.21  -0.109
C -1.22 -1.72 1.82  -0.188
H 0.48 2.42 -3.08  -0.036
H -0.10 3.17 -1.76  0.022
H -1.12 2.47 -3.01  0.182
H -0.89 1.86 -0.22  0.167
H 1.99 -0.05 0.12  0.204
H 2.03 -2.09 1.93  0.089
H 0.20 -3.22 2.87  0.149
H -2.34 -2.07 2.25  0.158
N -0.59 0.89 -0.53  0.106
N -1.42 -0.69 0.95  0.103
O 1.06 0.30 -2.06  0.068

LUMO level   0.734 eV
HOMO-LUMO gap   0.36932 Eh
Highest occupied orbital energy   -9.3 eV
SMILES string   CC(=O)Nc1ccccn1

---

--- b ---
Here is one molecule with the formula C7H8N2O from OMol25. Energies are from ωB97M-V with the def2-TZVPD basis set.

Last column: Löwdin charge in e.
CARTESIAN COORDINATES (ANGSTROEM)
C 0.63 -1.20 1.93  0.050
C 0.08 -2.11 0.79  -0.478
C -0.32 -0.09 -0.60  -0.290
C -1.40 0.82 -0.66  -0.025
C -1.17 2.12 -0.94  -0.111
C 1.10 1.82 -1.11  -0.113
C 0.93 0.43 -0.90  -0.032
H 1.02 -1.66 2.67  0.010
H 1.58 -0.79 1.45  0.120
H 0.20 -0.42 2.23  0.007
H -1.75 -1.89 -0.25  0.268
H -2.37 0.38 -0.33  0.125
H -1.98 2.44 -1.12  -0.004
H 1.98 2.28 -1.33  0.066
H 1.89 -0.12 -1.08  0.133
N -0.59 -1.46 -0.32  0.076
N 0.07 2.74 -1.28  0.091
O 0.11 -3.29 0.87  0.106

LUMO level   0.329 eV
HOMO-LUMO gap   0.35543 Eh
Highest occupied orbital energy   -9.3 eV
SMILES string   CC(=O)Nc1ccncc1

---

The winner here is a, beating the second structure by 0.0333 hartree.

---

--- a ---
Here is one molecule with the formula C3H5FN2S from OMol25. Energies are from ωB97M-V with the def2-TZVPD basis set.

Last column: Löwdin charge in e.
CARTESIAN COORDINATES (ANGSTROEM)
C -0.43 -0.22 0.00  -0.831
C 0.81 -1.06 0.13  -0.114
C 2.11 -0.75 0.14  -0.130
H -1.73 1.88 -0.61  0.062
H -1.46 1.87 1.01  0.093
H 0.82 1.39 -0.23  0.125
H 0.57 -2.19 0.27  0.124
H 2.97 -1.44 0.31  0.129
N -1.04 2.03 0.09  0.019
N -0.10 1.07 0.04  -0.117
F 2.50 0.48 -0.21  0.004
S -1.92 -0.95 -0.09  0.636

LUMO level   -0.017 eV
HOMO-LUMO gap   0.32094 Eh
Highest occupied orbital energy   -8.8 eV
SMILES string   NNC(=S)/C=C\F

---

--- b ---
Here is one molecule with the formula C3H5FN2S from OMol25. Energies are from ωB97M-V with the def2-TZVPD basis set.

Last column: Löwdin charge in e.
CARTESIAN COORDINATES (ANGSTROEM)
C 0.62 -0.46 1.37  -0.347
C -0.01 0.83 -0.55  -0.148
C -0.77 0.97 -1.62  -0.221
H -0.84 -2.28 -0.81  -0.100
H 0.85 -1.49 1.70  0.104
H 0.79 0.45 3.04  0.043
H 0.28 1.72 -0.01  0.106
H -0.80 1.88 -2.19  0.110
N 0.28 -0.42 0.03  -0.499
N 0.60 0.61 2.06  0.081
F -1.44 0.02 -2.14  0.041
S 0.46 -1.84 -0.88  0.830

LUMO level   0.732 eV
HOMO-LUMO gap   0.34088 Eh
Highest occupied orbital energy   -8.5 eV
SMILES string   [H]/N=C/N(S)/C=C\F

---

The winner here is b, beating the second structure by 0.0024 hartree.